Record 1
One molecule with the formula C17H13F7N2O3. Source: the OMol25 dataset; level of theory: ωB97M-V with the def2-TZVPD basis set.

E_tot: -45986.5480 eV
relative energy (zero: lowest compared OMol25 entry of this formula, charge and spin): 0.055 eV
HOMO energy: -8.52 eV
F_max: 0.013 Eh/bohr
frontier orbital gap: 0.3257 Eh
SMILES: O=C(Nc1ccc(F)cc1)Nc1cc(OCC(F)(F)F)cc(OCC(F)(F)F)c1
E_LUMO: 0.343 eV

Geometry (Å):
1 F 2.390 -1.104 4.043
2 F 3.226 0.825 3.569
3 F -4.019 -5.703 1.009
4 F -3.374 -5.870 -1.035
5 F -2.525 -7.151 0.469
6 F 1.116 0.478 3.342
7 F 3.026 5.964 -3.213
8 O 1.792 -1.606 1.354
9 O -2.362 -3.624 0.231
10 O -2.179 3.291 -0.394
11 N -0.309 2.146 -1.076
12 N -2.049 1.079 0.000
13 C 2.319 -0.086 3.184
14 C 0.497 3.150 -1.615
15 C -1.838 -4.895 0.500
16 C -1.536 2.272 -0.479
17 C 2.512 3.699 -2.821
18 C 1.658 2.758 -2.281
19 C -1.555 -2.535 0.398
20 C -2.150 -1.307 0.128
21 C 2.195 5.039 -2.687
22 C 0.491 -1.412 0.958
23 C -0.092 -0.184 0.698
24 C 1.050 5.451 -2.030
25 C -2.955 -5.901 0.231
26 C -0.231 -2.595 0.798
27 C 0.199 4.505 -1.492
28 C 2.595 -0.531 1.740
29 C -1.421 -0.135 0.262
30 H 2.505 0.344 1.085
31 H 1.891 1.707 -2.380
32 H 3.411 3.407 -3.339
33 H 0.013 1.203 -1.244
34 H 0.831 6.503 -1.945
35 H -3.039 1.122 0.195
36 H -1.532 -5.002 1.550
37 H -0.997 -5.144 -0.161
38 H 0.428 0.741 0.882
39 H -3.182 -1.287 -0.182
40 H 3.626 -0.899 1.713
41 H 0.277 -3.518 1.015
42 H -0.701 4.807 -0.983

Table of Mulliken atomic charges, one value per atom, all in e: -0.272, -0.285, -0.255, -0.254, -0.273, -0.237, -0.330, -0.476, -0.326, -0.676, -0.093, -0.065, 0.921, 0.416, -0.791, 0.238, -0.659, -0.425, 0.528, -0.811, 0.302, 0.231, -0.834, -0.630, 0.879, -0.172, -0.307, -0.665, -0.183, 0.330, 0.349, 0.423, 0.260, 0.427, 0.283, 0.384, 0.374, 0.813, 0.497, 0.375, 0.519, 0.469

Record 2
A 14-piece molecular cluster, C2H32O13S overall. Source: the OMol25 dataset; level of theory: ωB97M-V with the def2-TZVPD basis set.

E_tot: -40044.7036 eV
relative energy (zero: lowest compared OMol25 entry of this formula, charge and spin): 2.351 eV
HOMO energy: -8.85 eV
F_max: 0.081 Eh/bohr
frontier orbital gap: 0.3151 Eh
E_LUMO: -0.275 eV

Geometry (Å):
1 S -2.011 -3.043 -0.037
2 O 0.411 0.422 -1.232
3 O 0.647 -0.569 -3.988
4 O 1.660 -3.715 1.909
5 O 3.128 0.463 -1.326
6 O -0.715 1.230 2.977
7 O 0.631 2.122 0.651
8 O -2.274 -1.195 -2.915
9 O -1.831 1.784 -1.629
10 O -2.257 2.813 1.292
11 O 2.092 -1.087 2.575
12 O 0.675 2.763 -3.554
13 O 2.363 -2.472 -0.775
14 O 1.791 1.640 2.794
15 C -2.624 -1.725 1.177
16 C -2.121 -0.346 0.998
17 H 2.585 -1.481 -0.685
18 H -2.463 -2.461 -1.204
19 H 1.024 -4.270 1.376
20 H -1.017 -0.234 0.502
21 H -0.111 2.617 0.843
22 H 1.285 3.213 -2.877
23 H -0.011 2.503 -2.891
24 H 2.142 0.706 2.911
25 H -1.285 -1.016 -2.778
26 H -2.965 0.113 0.394
27 H 1.476 -1.797 2.403
28 H -2.127 -1.177 -3.934
29 H -2.135 1.958 1.594
30 H 2.292 2.297 3.368
31 H 0.296 1.524 3.115
32 H -2.385 1.328 -2.220
33 H 2.933 -2.597 -1.591
34 H -1.749 0.049 1.975
35 H -3.758 -1.639 0.867
36 H 0.171 -0.300 -0.615
37 H -0.842 0.833 3.817
38 H 0.599 1.082 -0.555
39 H 0.374 0.366 -3.939
40 H 2.494 -1.560 3.314
41 H 1.096 -0.725 -3.168
42 H 2.169 0.587 -1.534
43 H 2.005 -3.296 1.093
44 H -0.973 1.231 -1.652
45 H 3.242 1.094 -0.674
46 H -2.341 -2.300 2.076
47 H 0.984 1.667 1.400
48 H -2.569 2.599 0.355

Table of Mulliken atomic charges, one value per atom, all in e: -0.226, -0.104, -0.680, -0.690, -0.699, -0.671, -0.756, -0.662, -0.619, -0.716, -0.664, -0.649, -0.702, -0.658, -0.713, -0.166, 0.322, 0.066, 0.337, 0.111, 0.385, 0.330, 0.353, 0.400, 0.319, 0.272, 0.319, 0.358, 0.275, 0.276, 0.406, 0.335, 0.344, 0.130, 0.289, 0.032, 0.251, 0.362, 0.380, 0.285, 0.317, 0.292, 0.367, 0.132, 0.308, 0.338, 0.339, 0.344

Record 3
C11H8ClNNiO4 as an isolated structure. Source: the OMol25 dataset; level of theory: ωB97M-V with the def2-TZVPD basis set.

E_tot: -74759.7996 eV
⟨S²⟩: 2.03
HOMO energy (alpha / beta): -14.95 / -14.96 eV
F_max: 0.144 Eh/bohr
total charge: +2
frontier orbital gap (alpha / beta): 0.2505 / 0.0982 Eh
multiplicity: 3
E_LUMO (alpha / beta): -8.136 / -12.286 eV

Geometry (Å):
1 Ni 0.040 0.075 -1.155
2 Cl -1.982 1.723 4.672
3 O -0.219 -2.752 -0.498
4 O -2.821 0.082 -0.489
5 O 2.902 0.038 -0.495
6 O 0.257 2.814 -0.178
7 N 0.025 -0.062 1.808
8 C 1.811 0.000 -0.856
9 C 0.003 -0.621 -5.299
10 C -1.713 0.147 -0.795
11 C -0.823 0.728 2.446
12 C 0.103 1.721 -0.505
13 C -0.880 0.702 3.857
14 C 0.067 0.715 -5.237
15 C -0.057 -1.638 -0.750
16 C 0.835 -0.875 2.455
17 C 0.854 -0.953 3.865
18 C -0.029 -0.143 4.580
19 H 1.542 -1.636 4.342
20 H -0.082 -0.146 5.670
21 H -0.954 -1.149 -5.364
22 H 1.509 -1.493 1.864
23 H -0.836 1.334 -5.251
24 H 1.025 1.245 -5.229
25 H 0.906 -1.239 -5.345
26 H -1.481 1.383 1.887

Table of Mulliken atomic charges, one value per atom, all in e: 0.493, 0.046, -0.168, -0.173, -0.168, -0.180, -0.032, 0.251, -0.509, 0.283, 0.010, 0.309, 0.089, -0.534, 0.256, 0.137, -0.755, -0.183, 0.442, 0.488, 0.267, 0.392, 0.271, 0.275, 0.267, 0.425

Record 4
A 2-piece molecular cluster, C5H11N2O overall. Source: the OMol25 dataset; level of theory: ωB97M-V with the def2-TZVPD basis set.

E_tot: -10388.7663 eV
relative energy (zero: lowest compared OMol25 entry of this formula, charge and spin): 1.772 eV
HOMO energy: -2.27 eV
F_max: 0.012 Eh/bohr
total charge: -1
frontier orbital gap: 0.2236 Eh
E_LUMO: 3.811 eV

Geometry (Å):
1 O 2.625 0.555 -1.243
2 N -0.685 -0.579 -2.457
3 N -0.962 0.105 2.947
4 C 0.798 -0.476 -2.411
5 C -1.733 -0.523 0.742
6 C -0.518 1.280 2.803
7 C -0.923 -0.697 1.787
8 C 1.337 0.246 -1.152
9 H -0.982 -1.014 -3.326
10 H -2.595 0.122 0.871
11 H -0.546 1.935 3.670
12 H 1.215 0.071 -3.263
13 H -1.075 0.356 -2.487
14 H 0.630 1.133 -0.988
15 H -1.515 -0.982 -0.213
16 H -0.234 -1.531 1.870
17 H -0.107 1.631 1.852
18 H 1.219 -1.485 -2.429
19 H 1.082 -0.433 -0.287

Table of Mulliken atomic charges, one value per atom, all in e: -0.903, -0.484, -0.554, -0.656, -0.646, -0.183, -0.106, 0.298, 0.192, 0.236, 0.247, 0.299, 0.199, -0.017, 0.339, 0.375, 0.262, 0.296, -0.195

Record 5
C31H63F9NbO12S2 as an isolated structure. Source: the OMol25 dataset; level of theory: ωB97M-V with the def2-TZVPD basis set.

E_tot: -105408.7093 eV
relative energy (zero: lowest compared OMol25 entry of this formula, charge and spin): 1.072 eV
HOMO energy: -3.94 eV
F_max: 0.043 Eh/bohr
total charge: -1
frontier orbital gap: 0.2071 Eh
E_LUMO: 1.700 eV

Geometry (Å):
1 Nb 1.871 -0.510 4.111
2 S 1.218 -0.575 0.164
3 S -1.424 3.583 5.536
4 F -2.297 3.995 4.268
5 F 1.262 2.097 8.211
6 F 0.214 4.286 7.458
7 F -0.012 0.833 7.068
8 F -2.766 2.992 6.191
9 F -1.189 2.184 4.885
10 F -1.831 4.997 6.199
11 F -0.186 4.248 4.820
12 F -1.283 2.925 8.056
13 O 7.644 0.571 2.514
14 O -4.650 0.714 -2.914
15 O -6.661 -0.108 -3.282
16 O 1.459 -3.382 -2.574
17 O -3.061 -5.008 -5.549
18 O -2.946 -3.506 -0.757
19 O -2.266 -1.973 -2.174
20 O 1.629 5.329 2.597
21 O -3.874 -6.494 -6.953
22 O 5.645 0.890 3.392
23 O 3.562 -3.771 -2.062
24 O 3.390 4.465 3.583
25 C -4.325 -2.980 -2.737
26 C -5.195 -5.843 -4.974
27 C 6.486 1.267 2.635
28 C 1.146 7.091 0.994
29 C 2.756 -3.458 -2.895
30 C 3.426 6.823 3.388
31 C 1.002 1.021 1.038
32 C 8.617 0.828 1.507
33 C -3.614 1.671 -3.156
34 C 1.654 2.101 5.942
35 C 3.169 -3.235 -4.333
36 C -6.028 -7.027 -7.953
37 C -3.993 -5.696 -0.836
38 C -3.118 -2.760 -1.860
39 C -6.356 2.134 -3.972
40 C 0.587 2.014 7.014
41 C 2.814 5.450 3.226
42 C -3.950 -5.763 -5.824
43 C -5.900 0.817 -3.389
44 C 0.447 -2.838 -3.432
45 C 0.766 6.424 2.300
46 C 3.066 0.712 2.610
47 C -3.958 -4.330 -0.184
48 C -3.667 2.810 -2.160
49 C -0.423 3.193 7.077
50 C 2.291 1.603 1.623
51 C -4.779 -7.552 -7.275
52 C 6.319 2.560 1.871
53 C 2.533 0.820 5.885
54 C 9.571 1.929 1.927
55 C -0.077 -3.881 -4.401
56 H 1.143 6.362 0.183
57 H -3.016 -6.173 -0.767
58 H 3.989 6.835 4.319
59 H 0.678 1.712 0.242
60 H -3.610 2.424 -1.142
61 H 0.729 7.128 3.134
62 H 2.514 -2.564 -4.883
63 H 8.141 1.034 0.547
64 H 3.594 1.101 5.845
65 H -4.241 -5.627 -1.895
66 H 6.873 2.597 0.935
67 H 0.708 -4.240 -5.070
68 H 0.385 0.538 3.882
69 H 4.158 -2.780 -4.336
70 H 3.691 1.364 3.207
71 H 3.217 -4.197 -4.842
72 H 6.620 3.391 2.508
73 H 9.170 -0.103 1.385
74 H 2.232 -1.236 0.761
75 H 2.149 7.517 1.037
76 H -4.240 -8.202 -7.963
77 H -5.878 -5.046 -5.265
78 H 1.237 2.243 4.930
79 H -2.678 1.127 -3.034
80 H -5.763 -6.456 -8.843
81 H 3.369 -1.552 4.435
82 H 0.806 -1.940 -3.939
83 H -4.904 -5.703 -3.937
84 H -0.885 -3.472 -5.007
85 H -2.836 3.498 -2.320
86 H 3.747 0.009 2.094
87 H 10.346 2.076 1.172
88 H -0.453 -4.749 -3.858
89 H 1.310 -1.747 2.867
90 H -0.361 -2.520 -2.776
91 H -4.928 -3.830 -0.207
92 H -6.844 2.718 -3.192
93 H 2.698 7.629 3.453
94 H 2.366 0.218 6.791
95 H -3.639 2.019 -4.191
96 H 0.954 -1.552 5.325
97 H -7.073 1.926 -4.764
98 H 9.051 2.876 2.075
99 H -5.203 -3.338 -2.201
100 H 4.105 7.009 2.557
101 H 0.178 0.982 1.756
102 H -4.732 -6.335 -0.350
103 H -6.588 -6.357 -7.300
104 H -4.604 -2.024 -3.175
105 H -3.691 -4.438 0.867
106 H 0.443 7.889 0.752
107 H 10.048 1.675 2.874
108 H -0.233 5.998 2.213
109 H -4.599 3.371 -2.237
110 H 2.312 2.958 6.124
111 H -5.557 2.720 -4.420
112 H 2.964 1.765 0.749
113 H 5.266 2.668 1.617
114 H -5.005 -8.153 -6.393
115 H -6.681 -7.850 -8.244
116 H 2.101 2.605 2.027
117 H -4.067 -3.681 -3.531
118 H -5.707 -6.801 -5.025

Here are the Mulliken charges for atoms 1 to 99, given in e: -1.042, -0.224, 1.376, -0.331, -0.360, -0.265, -0.276, -0.362, -0.286, -0.388, -0.243, -0.293, -0.383, -0.332, -0.563, -0.339, -0.506, -0.333, -0.710, -0.136, -0.379, -0.499, -0.590, -0.458, -0.159, -0.020, 0.616, -1.213, 0.722, -1.332, -0.699, -0.425, -0.380, 0.342, -0.933, -0.936, 0.048, 0.831, -1.114, 0.834, 0.820, 0.642, 0.852, -0.002, -0.480, -0.861, -0.496, -1.073, 0.451, 0.690, -0.419, -0.533, -1.499, -0.946, -0.932, 0.306, 0.294, 0.325, 0.419, 0.332, 0.478, 0.328, 0.367, 0.135, -0.593, 0.328, 0.365, 0.044, 0.313, 0.262, 0.236, 0.220, 0.311, 0.059, 0.273, 0.300, 0.246, 0.094, 0.348, 0.292, -0.033, 0.264, -0.679, 0.306, 0.364, 0.772, 0.353, 0.262, -0.004, 0.097, 0.365, 0.280, 0.418, 0.597, 0.353, -0.028, 0.310, 0.268, 0.337

Record 6
One molecule with the formula C5H6ClNS. Source: the OMol25 dataset; level of theory: ωB97M-V with the def2-TZVPD basis set.

E_tot: -30127.1037 eV
relative energy (zero: lowest compared OMol25 entry of this formula, charge and spin): 2.710 eV
HOMO energy: -9.46 eV
F_max: 0.142 Eh/bohr
frontier orbital gap: 0.3636 Eh
SMILES: C/C=C(/Cl)[C@H](S)C#N
E_LUMO: 0.431 eV

Geometry (Å):
1 Cl 1.327 -0.381 -2.457
2 S -1.184 1.262 -1.532
3 N -1.949 -1.593 0.905
4 C 1.377 0.266 0.218
5 C 0.764 -0.234 -0.857
6 C 0.809 0.447 1.695
7 C -1.269 -1.033 0.109
8 C -0.745 -0.474 -1.044
9 H -0.322 0.631 1.656
10 H -2.668 1.123 -1.361
11 H 2.589 0.381 0.167
12 H 0.874 -0.563 2.131
13 H 1.275 1.380 2.308
14 H -0.880 -1.213 -1.936

Table of Mulliken atomic charges, one value per atom, all in e: -0.161, -0.120, -0.459, -0.209, 0.193, -0.979, 0.119, -0.063, 0.277, 0.172, 0.238, 0.302, 0.296, 0.396